# 1
{"formula": "C41H87F9N3O8", "method": "wB97M-V/def2-TZVPD", "symbols": ["N", "C", "N", "C", "C", "C", "C", "C", "C", "O", "N", "C", "C", "C", "F", "F", "C", "F", "F", "C", "F", "F", "C", "F", "F", "F", "H", "H", "H", "H", "H", "H", "H", "H", "H", "H", "H", "H", "H", "H", "H", "H", "H", "C", "C", "O", "C", "C", "H", "H", "H", "H", "H", "H", "H", "H", "H", "H", "C", "C", "O", "C", "C", "H", "H", "H", "H", "H", "H", "H", "H", "H", "H", "C", "C", "O", "C", "C", "H", "H", "H", "H", "H", "H", "H", "H", "H", "H", "C", "C", "O", "C", "C", "H", "H", "H", "H", "H", "H", "H", "H", "H", "H", "C", "C", "O", "C", "C", "H", "H", "H", "H", "H", "H", "H", "H", "H", "H", "C", "C", "O", "C", "C", "H", "H", "H", "H", "H", "H", "H", "H", "H", "H", "C", "C", "O", "C", "C", "H", "H", "H", "H", "H", "H", "H", "H", "H", "H"], "positions_angstrom": [[1.635, -2.089, 0.653], [2.549, -1.821, -0.323], [3.085, -2.975, -1.053], [4.519, -3.103, -0.562], [5.153, -1.699, -0.157], [4.427, -0.600, -1.078], [5.222, 0.775, -1.189], [6.074, 0.979, 0.264], [5.758, 2.409, 1.034], [5.237, 1.000, 1.502], [3.010, -0.464, -0.601], [2.148, 0.101, -1.710], [0.959, 0.922, -1.023], [-0.496, 0.462, -1.449], [-0.566, -0.874, -1.892], [-0.916, 1.365, -2.461], [-1.441, 0.538, -0.153], [-1.085, -0.545, 0.695], [-1.191, 1.696, 0.602], [-3.005, 0.522, -0.473], [-3.338, 0.076, -1.746], [-3.479, 1.849, -0.254], [-3.864, -0.407, 0.556], [-3.629, -0.062, 1.875], [-5.234, -0.121, 0.320], [-3.715, -1.753, 0.272], [1.982, -2.104, 1.617], [0.673, -2.333, 0.385], [3.083, -2.756, -2.070], [4.534, -3.844, 0.305], [5.189, -3.554, -1.366], [6.277, -1.694, -0.346], [4.995, -1.527, 0.956], [4.383, -1.055, -2.135], [5.995, 0.809, -2.012], [4.490, 1.651, -1.226], [7.180, 0.565, 0.313], [4.939, 3.046, 0.572], [6.564, 2.812, 1.717], [1.817, -0.745, -2.389], [2.735, 0.825, -2.372], [1.067, 2.009, -1.365], [1.134, 0.946, 0.101], [-9.797, 0.784, 3.253], [-10.144, -0.675, 3.007], [-10.778, -0.906, 1.757], [-10.037, -0.546, 0.600], [-8.716, -1.284, 0.473], [-10.696, 1.404, 3.196], [-9.347, 0.906, 4.241], [-9.090, 1.165, 2.515], [-10.847, -1.005, 3.776], [-9.258, -1.312, 3.106], [-9.886, 0.539, 0.570], [-10.664, -0.793, -0.260], [-8.044, -1.067, 1.306], [-8.208, -0.997, -0.451], [-8.882, -2.364, 0.460], [4.384, 1.233, 4.732], [5.855, 0.868, 4.840], [6.468, 1.339, 6.030], [5.921, 0.862, 7.254], [5.982, -0.649, 7.396], [4.254, 2.317, 4.789], [3.973, 0.878, 3.783], [3.794, 0.791, 5.537], [6.393, 1.330, 4.010], [6.002, -0.212, 4.740], [4.897, 1.230, 7.379], [6.510, 1.316, 8.056], [5.402, -1.156, 6.622], [5.585, -0.955, 8.366], [7.014, -0.998, 7.314], [1.552, -2.653, -7.500], [1.980, -2.910, -6.066], [1.837, -1.775, -5.218], [0.521, -1.253, -5.079], [-0.470, -2.251, -4.508], [2.123, -1.822, -7.927], [1.717, -3.543, -8.112], [0.495, -2.392, -7.570], [3.041, -3.172, -6.057], [1.447, -3.768, -5.644], [0.171, -0.853, -6.036], [0.596, -0.400, -4.398], [-0.592, -3.124, -5.152], [-1.451, -1.786, -4.387], [-0.130, -2.609, -3.533], [2.148, 2.368, -8.008], [3.235, 1.348, -8.302], [2.926, 0.484, -9.385], [2.711, 1.104, -10.646], [3.911, 1.888, -11.149], [1.200, 1.866, -7.796], [2.423, 2.980, -7.145], [1.980, 3.039, -8.852], [3.365, 0.710, -7.424], [4.199, 1.838, -8.472], [1.816, 1.734, -10.610], [2.493, 0.300, -11.354], [4.171, 2.712, -10.482], [3.703, 2.309, -12.135], [4.787, 1.239, -11.223], [8.073, 4.877, 10.613], [9.129, 3.833, 10.292], [8.774, 2.979, 9.213], [8.546, 3.609, 7.960], [9.753, 4.366, 7.433], [7.118, 4.396, 10.845], [8.381, 5.479, 11.470], [7.901, 5.555, 9.774], [9.263, 3.189, 11.165], [10.099, 4.301, 10.101], [7.667, 4.259, 8.019], [8.293, 2.813, 7.253], [10.048, 5.180, 8.098], [9.534, 4.796, 6.453], [10.612, 3.696, 7.337], [-6.316, 2.099, -1.978], [-6.244, 1.257, -3.241], [-7.474, 1.182, -3.945], [-8.014, 2.414, -4.404], [-7.100, 3.158, -5.363], [-7.083, 1.711, -1.301], [-5.359, 2.089, -1.462], [-6.573, 3.137, -2.196], [-5.982, 0.232, -2.967], [-5.449, 1.612, -3.905], [-8.290, 3.045, -3.553], [-8.946, 2.171, -4.921], [-6.153, 3.434, -4.894], [-7.581, 4.075, -5.711], [-6.867, 2.534, -6.229], [-8.260, -6.956, 2.957], [-7.949, -6.121, 4.189], [-6.603, -5.668, 4.243], [-6.173, -4.843, 3.172], [-6.975, -3.560, 3.033], [-7.596, -7.824, 2.906], [-9.295, -7.306, 2.987], [-8.126, -6.388, 2.035], [-8.105, -6.735, 5.078], [-8.637, -5.275, 4.274], [-6.173, -5.410, 2.235], [-5.130, -4.587, 3.377], [-8.028, -3.757, 2.820], [-6.577, -2.949, 2.220], [-6.932, -2.981, 3.960]], "charge": 1, "homo_energy_ev": -10.733}

***

# 2
{"formula": "C5H10O2", "method": "wB97M-V/def2-TZVPD", "symbols": ["C", "O", "C", "C", "C", "C", "O", "H", "H", "H", "H", "H", "H", "H", "H", "H", "H"], "positions_angstrom": [[2.343, 0.469, 0.208], [0.939, 0.510, 0.003], [0.364, -0.705, -0.237], [0.215, -0.269, 2.385], [-0.919, -0.820, -0.588], [-1.852, 0.332, -0.822], [-2.471, 0.259, -2.097], [2.859, 0.112, -0.691], [2.580, -0.170, 1.067], [2.653, 1.494, 0.419], [1.016, -1.567, -0.107], [-0.872, -0.495, 2.312], [0.220, 0.843, 2.425], [-1.316, -1.821, -0.736], [-2.678, 0.313, -0.103], [-1.317, 1.283, -0.687], [-1.762, 0.231, -2.751]], "e_above_lowest_kj_mol": 668.3, "homo_energy_ev": [-8.946, -8.945]}

***

# 3
{"formula": "C4H11N2S", "method": "wB97M-V/def2-TZVPD", "symbols": ["C", "C", "C", "C", "N", "N", "S", "H", "H", "H", "H", "H", "H", "H", "H", "H", "H", "H"], "positions_angstrom": [[-1.496, -0.894, 0.292], [-0.882, 0.367, -0.321], [-0.636, 0.255, -1.844], [0.445, 0.453, 0.460], [0.736, 1.577, 1.048], [1.372, -0.428, 0.287], [2.968, -0.334, 0.874], [-1.160, -1.872, -0.102], [-1.171, -0.854, 1.402], [-2.596, -1.125, 0.341], [-1.463, 1.298, -0.086], [-0.374, 1.229, -2.380], [-1.565, -0.264, -2.279], [0.306, -0.445, -2.127], [-0.002, 2.197, 1.247], [1.536, 1.693, 1.753], [1.035, -1.358, -0.138], [2.947, -1.495, 1.573]], "charge": 1, "e_above_lowest_kj_mol": 91.7, "homo_energy_ev": -14.106, "smiles": "CC(C)C(=[NH2+])NS"}

***

# 4
{"formula": "C5H8N4O", "method": "wB97M-V/def2-TZVPD", "symbols": ["C", "C", "C", "C", "C", "N", "N", "N", "N", "O", "H", "H", "H", "H", "H", "H", "H", "H"], "positions_angstrom": [[0.472, 1.699, -0.741], [0.202, -0.596, -1.644], [0.887, -1.752, -1.045], [-1.008, -0.939, 0.737], [-0.683, 1.481, 1.505], [-0.125, 1.948, 0.458], [0.168, -0.853, -0.129], [-0.904, 0.095, 1.761], [0.769, 0.725, -1.650], [1.468, 1.059, -2.646], [0.887, 2.624, -1.133], [0.417, -2.707, -1.231], [1.955, -1.812, -0.844], [-1.903, -0.841, 0.100], [-1.036, -1.910, 1.252], [-0.958, 2.148, 2.302], [0.848, -0.265, 0.368], [-1.456, -0.103, 2.580]], "e_above_lowest_kj_mol": 774.2, "homo_energy_ev": [-7.283, -7.283]}

***

# 5
{"formula": "C30H64FInNO8S4", "method": "wB97M-V/def2-TZVPD", "symbols": ["C", "C", "C", "C", "C", "C", "C", "C", "C", "C", "C", "C", "C", "C", "In", "N", "F", "H", "H", "H", "H", "H", "H", "H", "H", "H", "H", "H", "H", "H", "H", "H", "H", "H", "H", "H", "H", "H", "H", "H", "H", "H", "H", "H", "H", "H", "H", "H", "H", "C", "C", "C", "S", "O", "O", "C", "H", "H", "H", "H", "H", "H", "H", "H", "C", "C", "C", "S", "O", "O", "C", "H", "H", "H", "H", "H", "H", "H", "H", "C", "C", "C", "S", "O", "O", "C", "H", "H", "H", "H", "H", "H", "H", "H", "C", "C", "C", "S", "O", "O", "C", "H", "H", "H", "H", "H", "H", "H", "H"], "positions_angstrom": [[0.815, -3.056, 0.385], [-0.284, -4.299, 0.598], [-1.231, -4.090, 1.919], [-2.823, -3.855, 1.604], [-3.171, -2.487, 0.770], [-3.420, -1.154, 1.691], [-2.227, -0.814, 2.763], [-2.267, 0.759, 3.269], [-0.927, 1.626, 2.886], [-0.386, 1.388, 1.340], [0.741, 2.511, 0.873], [1.933, 1.859, -0.096], [1.353, 0.736, -1.139], [2.502, 0.156, -2.202], [1.268, -0.885, -3.855], [-0.243, 0.588, -4.404], [2.465, -1.432, -5.533], [0.388, -2.035, 0.771], [1.804, -3.293, 1.000], [1.168, -2.970, -0.748], [-0.874, -4.519, -0.400], [0.394, -5.261, 0.800], [-0.755, -3.232, 2.572], [-1.139, -5.078, 2.575], [-3.259, -4.807, 1.032], [-3.400, -3.802, 2.631], [-4.202, -2.697, 0.206], [-2.399, -2.222, -0.084], [-3.464, -0.232, 0.937], [-4.444, -1.188, 2.256], [-1.199, -1.120, 2.258], [-2.372, -1.573, 3.672], [-2.312, 0.722, 4.461], [-3.252, 1.334, 2.942], [-1.028, 2.787, 3.115], [-0.043, 1.255, 3.597], [-1.268, 1.318, 0.561], [0.191, 0.345, 1.367], [1.221, 3.046, 1.826], [0.197, 3.349, 0.253], [2.684, 1.332, 0.640], [2.456, 2.738, -0.672], [0.918, -0.235, -0.610], [0.465, 1.168, -1.809], [3.177, 1.003, -2.652], [3.083, -0.682, -1.625], [0.393, -2.334, -3.159], [-0.607, 0.322, -5.352], [0.291, 1.506, -4.457], [-5.100, -6.498, 6.834], [-3.579, -6.629, 6.772], [-3.131, -6.133, 5.399], [-4.351, -4.935, 4.878], [-5.042, -5.457, 3.718], [-3.760, -3.612, 4.900], [-5.417, -5.111, 6.296], [-5.478, -6.630, 7.852], [-5.563, -7.262, 6.199], [-3.127, -6.007, 7.555], [-3.254, -7.660, 6.944], [-2.150, -5.655, 5.444], [-3.118, -6.943, 4.665], [-6.460, -4.994, 5.996], [-5.143, -4.336, 7.018], [4.434, -3.248, -7.079], [4.272, -2.382, -8.327], [5.191, -2.954, -9.405], [5.352, -4.698, -9.050], [6.727, -4.969, -8.686], [4.655, -5.458, -10.068], [4.367, -4.688, -7.565], [3.659, -3.038, -6.336], [5.409, -3.053, -6.617], [3.231, -2.425, -8.669], [4.507, -1.332, -8.125], [4.768, -2.825, -10.405], [6.187, -2.506, -9.361], [4.768, -5.404, -6.846], [3.344, -4.964, -7.840], [-2.134, 6.924, 5.777], [-2.295, 7.790, 4.529], [-1.376, 7.218, 3.451], [-1.215, 5.474, 3.806], [0.160, 5.203, 4.170], [-1.912, 4.714, 2.788], [-2.201, 5.484, 5.291], [-2.908, 7.134, 6.520], [-1.158, 7.119, 6.239], [-3.337, 7.747, 4.187], [-2.060, 8.840, 4.731], [-1.799, 7.347, 2.451], [-0.380, 7.666, 3.495], [-1.799, 4.768, 6.010], [-3.223, 5.208, 5.015], [3.966, 6.194, -3.425], [3.012, 5.757, -2.315], [1.734, 5.250, -2.982], [2.218, 4.640, -4.590], [1.611, 5.478, -5.603], [2.101, 3.195, -4.607], [3.941, 5.075, -4.456], [4.978, 6.368, -3.046], [3.607, 7.127, -3.876], [3.472, 4.947, -1.737], [2.797, 6.575, -1.621], [1.275, 4.441, -2.409], [1.012, 6.058, -3.130], [4.327, 5.379, -5.430], [4.481, 4.194, -4.094]], "charge": -1, "homo_energy_ev": -4.457}

***

# 6
{"formula": "C36H34BNO7", "method": "wB97M-V/def2-TZVPD", "symbols": ["O", "C", "C", "C", "C", "C", "C", "C", "C", "O", "C", "C", "C", "C", "C", "C", "H", "H", "H", "H", "H", "H", "H", "H", "O", "C", "C", "C", "C", "C", "C", "C", "C", "O", "C", "C", "C", "C", "C", "C", "H", "H", "H", "H", "H", "H", "H", "H", "C", "C", "O", "N", "C", "B", "C", "O", "O", "C", "C", "C", "C", "H", "H", "H", "H", "H", "H", "H", "H", "H", "H", "H", "H", "H", "H", "H", "H", "H", "H"], "positions_angstrom": [[-7.365, 0.715, 3.773], [-6.352, 0.580, 3.120], [-6.358, -0.184, 1.841], [-7.551, -0.728, 1.384], [-7.581, -1.415, 0.182], [-6.420, -1.561, -0.569], [-5.225, -1.032, -0.113], [-5.188, -0.346, 1.095], [-3.890, 0.201, 1.579], [-2.863, 0.019, 0.960], [-3.888, 0.984, 2.847], [-2.695, 1.534, 3.299], [-2.678, 2.285, 4.461], [-3.853, 2.492, 5.177], [-5.042, 1.938, 4.736], [-5.064, 1.180, 3.572], [-8.450, -0.607, 1.972], [-8.512, -1.836, -0.174], [-6.448, -2.090, -1.512], [-4.317, -1.146, -0.688], [-1.787, 1.371, 2.734], [-1.749, 2.716, 4.811], [-3.839, 3.087, 6.081], [-5.959, 2.092, 5.288], [1.061, -1.824, -4.722], [1.524, -0.771, -5.108], [2.393, 0.056, -4.224], [2.691, -0.404, -2.948], [3.520, 0.336, -2.124], [4.059, 1.539, -2.569], [3.755, 2.008, -3.835], [2.918, 1.272, -4.665], [2.589, 1.803, -6.018], [3.003, 2.883, -6.383], [1.738, 0.966, -6.911], [1.446, 1.423, -8.189], [0.679, 0.648, -9.041], [0.201, -0.589, -8.621], [0.480, -1.044, -7.344], [1.246, -0.269, -6.483], [2.273, -1.343, -2.609], [3.755, -0.024, -1.130], [4.716, 2.109, -1.924], [4.164, 2.945, -4.188], [1.825, 2.384, -8.510], [0.455, 1.005, -10.038], [-0.392, -1.196, -9.291], [0.109, -2.003, -7.009], [2.562, 2.240, 1.523], [3.528, 1.220, 2.086], [4.645, 1.095, 1.580], [3.187, 0.395, 3.170], [1.971, 0.733, 3.927], [3.401, -1.046, 2.917], [3.898, -1.916, 4.177], [2.835, -2.673, 4.795], [2.575, -2.192, 6.115], [3.227, -1.753, 1.517], [1.789, -2.058, 1.067], [0.989, -2.861, 2.091], [1.003, -0.828, 0.635], [2.935, 2.515, 0.544], [1.546, 1.875, 1.418], [2.552, 3.128, 2.153], [1.648, 1.746, 3.729], [1.148, 0.036, 3.769], [2.196, 0.695, 4.996], [4.693, -2.603, 3.879], [4.344, -1.249, 4.914], [2.209, -1.308, 5.980], [3.742, -1.172, 0.749], [3.753, -2.708, 1.563], [1.875, -2.691, 0.180], [1.475, -3.809, 2.302], [0.829, -2.300, 3.010], [0.006, -3.069, 1.671], [0.889, -0.124, 1.456], [-0.006, -1.133, 0.359], [1.426, -0.343, -0.242]], "homo_energy_ev": -9.461, "smiles": "O=C1c2ccccc2C(=O)c2ccccc21.O=C1c2ccccc2C(=O)c2ccccc21.CC(=O)N(C)B(COO)CC(C)C"}

***

# 7
{"formula": "C9H13NO2", "method": "wB97M-V/def2-TZVPD", "symbols": ["C", "C", "C", "C", "C", "O", "C", "C", "H", "H", "H", "H", "H", "H", "H", "H", "C", "C", "N", "O", "H", "H", "H", "H", "H"], "positions_angstrom": [[-0.891, -2.156, -1.238], [-0.421, -1.767, 0.149], [-1.189, -0.832, 0.905], [-0.663, -0.340, 2.096], [0.549, -0.890, 2.591], [1.124, -0.099, 3.614], [1.146, -1.940, 1.924], [0.691, -2.318, 0.697], [-1.290, -1.324, -1.812], [-1.833, -2.779, -1.146], [-0.234, -2.738, -1.874], [-2.206, -0.489, 0.623], [-1.103, 0.463, 2.763], [1.989, -0.697, 3.779], [2.044, -2.311, 2.362], [1.346, -3.039, 0.112], [0.589, 1.703, -2.152], [0.446, 3.069, -1.584], [-0.864, 3.504, -1.354], [1.432, 3.813, -1.374], [1.384, 1.129, -1.638], [0.934, 1.755, -3.232], [-0.269, 1.065, -2.002], [-1.071, 4.372, -0.867], [-1.641, 2.848, -1.342]], "e_above_lowest_kj_mol": 116.0, "homo_energy_ev": -8.538, "smiles": "Cc1ccc(O)cc1.CC(N)=O"}

***

# 8
{"formula": "H4O4", "method": "wB97M-V/def2-TZVPD", "symbols": ["O", "O", "H", "H", "O", "O", "H", "H"], "positions_angstrom": [[-0.145, -0.184, 2.611], [-0.672, -0.275, 1.295], [0.680, -0.713, 2.557], [-0.635, 0.661, 1.075], [-0.414, 0.597, -1.919], [0.403, -0.529, -2.249], [-0.460, 0.543, -0.931], [1.243, -0.101, -2.439]], "e_above_lowest_kj_mol": 76.5, "homo_energy_ev": -11.019, "smiles": "OO.OO"}